one) This record from OMol25 describes 2 unconnected molecules or ions with the total composition C3F3O2. The level of theory is ωB97M-V/def2-TZVPD.

Values from the calculation:
charge: -1
frontier orbital gap (alpha / beta): 6.67 / 6.67 eV
LUMO level (alpha / beta): 3.588 / 3.588 eV

Each line ends with the natural charge from an NBO analysis.
Positions of all 8 atoms, in Å:
C 0.77805 0.28847 0.21436  0.024
C -2.58938 -0.10967 0.66384  0.663
C 2.07883 -0.26733 0.01262  0.667
O 1.33940 -0.31901 -1.07740  -0.558
O 3.16572 -0.63745 0.35430  -0.653
F 0.76026 1.68721 0.06021  -0.429
F -3.10353 0.65806 -0.30468  -0.362
F -2.42935 -1.30028 0.07676  -0.351

---

two) This record from OMol25 describes 2 unconnected molecules or ions with the total composition C3F3O2. The level of theory is ωB97M-V/def2-TZVPD.

Values from the calculation:
charge: -1
frontier orbital gap (alpha / beta): 6.22 / 6.22 eV
LUMO level (alpha / beta): 3.496 / 3.494 eV

Each line ends with the natural charge from an NBO analysis.
Positions of all 8 atoms, in Å:
C -0.86682 -0.26842 0.54474  0.035
C 2.30604 0.01124 0.50568  0.687
C -1.94065 0.50105 0.04872  0.670
O -0.80847 0.47535 -0.79268  -0.609
O -2.99117 1.03451 0.01206  -0.622
F -0.87274 -1.60098 0.30346  -0.399
F 2.33110 -1.11910 -0.23425  -0.358
F 2.84271 0.96636 -0.38774  -0.404

---

The least stable of them is two).

---

one) This record from OMol25 describes 2 unconnected molecules or ions with the total composition C19H17F4. The level of theory is ωB97M-V/def2-TZVPD.

Values from the calculation:
charge: +1
frontier orbital gap: 4.77 eV
LUMO level: -6.705 eV

Each line ends with the natural charge from an NBO analysis.
Positions of all 40 atoms, in Å:
C 2.85953 0.65669 1.38099  -0.652
C 1.94804 -0.50651 1.25169  0.048
C 2.03072 -1.45328 0.31448  -0.241
C 0.99554 -2.52401 0.51749  -0.427
C 0.41068 -2.27167 1.92006  -0.394
C 0.83042 -0.81847 2.21838  -0.441
H 2.58275 1.28131 2.23306  0.227
H 3.88929 0.32699 1.53002  0.239
H 2.83193 1.28096 0.48646  0.201
H 2.78965 -1.46691 -0.44838  0.197
H 0.21519 -2.42769 -0.24641  0.178
H 1.42419 -3.52782 0.41009  0.218
H -0.67645 -2.41600 1.95910  0.215
H 0.85347 -2.96001 2.65124  0.217
H 1.15445 -0.67681 3.25657  0.223
H -0.00446 -0.12940 2.04224  0.205
F 4.80530 2.10194 -2.91458  -0.286
C 3.50102 2.14487 -2.55574  0.410
C 2.98419 3.28861 -1.97043  -0.216
C 1.65576 3.34137 -1.58926  0.391
F 1.15231 4.45514 -1.01116  -0.284
C 0.84882 2.25134 -1.80106  -0.152
C 1.33015 1.07314 -2.40195  -0.148
C 0.39640 0.02305 -2.56927  0.196
C 0.45252 -1.25533 -3.17312  -0.163
C -0.72619 -2.02326 -3.12876  -0.148
C -0.79901 -3.27639 -3.68416  0.391
F -1.95350 -3.97771 -3.62479  -0.284
C 0.31440 -3.81011 -4.30727  -0.210
C 1.49179 -3.08448 -4.38126  0.410
F 2.57323 -3.61631 -4.99740  -0.286
C 1.56138 -1.82590 -3.82858  -0.176
C 2.69025 1.05322 -2.76855  -0.180
H 3.61829 4.14078 -1.80614  0.271
H -0.18206 2.31502 -1.50407  0.244
H -0.57179 0.24999 -2.15248  0.225
H -1.60515 -1.62285 -2.65760  0.244
H 0.26146 -4.79281 -4.73954  0.271
H 2.48569 -1.30183 -3.94558  0.232
H 3.15140 0.19038 -3.19915  0.232

---

two) This record from OMol25 describes 2 unconnected molecules or ions with the total composition C19H17F4. The level of theory is ωB97M-V/def2-TZVPD.

Values from the calculation:
charge: +1
frontier orbital gap: 5.20 eV
LUMO level: -6.795 eV

Each line ends with the natural charge from an NBO analysis.
Positions of all 40 atoms, in Å:
C -1.34595 -1.29365 3.20568  -0.592
C -1.72926 -1.08705 1.73761  -0.312
H -0.81586 -0.90306 1.14792  0.189
C -2.60620 0.12209 1.59165  -0.140
C -2.14486 1.32007 1.29352  -0.413
C -2.36584 -2.32669 1.17739  -0.166
C -2.94018 -2.38296 -0.00588  -0.389
H -2.23959 -1.47121 3.80484  0.218
H -0.69221 -2.15637 3.33710  0.211
H -0.84173 -0.42162 3.62326  0.212
H -3.65483 -0.01181 1.79310  0.214
H -2.78645 2.17783 1.23051  0.211
H -1.10085 1.48426 1.11665  0.162
H -2.32476 -3.21463 1.78581  0.206
H -3.37861 -3.28713 -0.38279  0.209
H -2.99341 -1.51757 -0.63469  0.185
F -1.65347 0.94893 -3.92694  -0.285
C -0.65802 0.13079 -3.51210  0.409
C -0.39353 -1.03562 -4.21084  -0.206
C 0.61219 -1.88762 -3.79071  0.391
F 0.85212 -3.03528 -4.46750  -0.284
C 1.36639 -1.55894 -2.69039  -0.150
C 1.14530 -0.36892 -1.96662  -0.151
C 1.99099 -0.12000 -0.85923  0.184
C 2.15271 0.98599 0.00833  -0.163
C 3.09775 0.85591 1.04679  -0.159
C 3.33538 1.87170 1.94067  0.400
F 4.25644 1.71969 2.92103  -0.284
C 2.63000 3.05707 1.83289  -0.208
C 1.70870 3.23166 0.81359  0.402
F 1.03050 4.39905 0.71546  -0.284
C 1.48235 2.22016 -0.09262  -0.175
C 0.08961 0.45485 -2.40237  -0.177
H -0.97491 -1.28536 -5.08142  0.272
H 2.14172 -2.24091 -2.39097  0.245
H 2.65933 -0.93569 -0.63994  0.227
H 3.67051 -0.04815 1.15021  0.247
H 2.80514 3.84771 2.54167  0.273
H 0.81973 2.43646 -0.90400  0.237
H -0.20633 1.32601 -1.85669  0.236

---

The least stable of them is two).

---

one) This record from OMol25 describes 2 unconnected molecules or ions with the total composition C3H8IN. The level of theory is ωB97M-V/def2-TZVPD.

Values from the calculation:
frontier orbital gap (alpha / beta): 5.93 / 5.92 eV
LUMO level (alpha / beta): -2.927 / -2.928 eV

Each line ends with the natural charge from an NBO analysis.
Positions of all 13 atoms, in Å:
C 1.30547 -0.32411 0.61206  -0.624
C -0.02290 0.19117 -1.53814  -0.590
C -0.12710 -0.13946 0.01870  -0.107
N -1.07895 0.87683 0.37775  -0.346
I -2.00106 0.24997 3.39872  -0.287
H 1.32419 -1.41116 0.73396  0.224
H 2.17024 0.03293 0.07049  0.216
H 1.25925 0.06830 1.61960  0.242
H -0.74277 0.98808 -1.77633  0.229
H -0.37477 -0.64069 -2.09736  0.236
H 1.00480 0.62247 -1.68164  0.238
H -0.62547 -1.10482 0.23028  0.200
H -2.09094 0.59047 0.03190  0.369

---

two) This record from OMol25 describes 2 unconnected molecules or ions with the total composition C3H8IN. The level of theory is ωB97M-V/def2-TZVPD.

Values from the calculation:
frontier orbital gap (alpha / beta): 7.48 / 7.07 eV
LUMO level (alpha / beta): -0.529 / -0.506 eV

Each line ends with the natural charge from an NBO analysis.
Positions of all 13 atoms, in Å:
C -0.04478 -1.39056 -0.05587  -0.698
C -0.90029 0.99700 -0.54942  -0.681
C 0.01529 0.11013 0.21766  0.274
N 1.26854 0.62057 0.62334  -0.794
I 3.11280 0.01922 0.02087  0.277
H 0.69036 -1.84306 0.55247  0.232
H -1.04970 -1.75855 0.37911  0.243
H -0.13160 -1.75137 -1.10370  0.219
H -1.84357 0.74431 -0.20769  0.248
H -0.92644 0.66377 -1.60803  0.215
H -0.52426 2.09236 -0.52732  0.213
H -0.94123 -0.13095 1.94857  -0.126
H 1.27489 1.62714 0.31002  0.377

---

The least stable of them is two).

---

one) This record from OMol25 describes C7H10N6 in the gas phase. The level of theory is ωB97M-V/def2-TZVPD.

Values from the calculation:
SMILES: NCCn1cnc2c(N)ncnc21
frontier orbital gap: 9.32 eV
LUMO level: 0.867 eV

Each line ends with the natural charge from an NBO analysis.
Positions of all 23 atoms, in Å:
C -1.72955 -1.83321 -0.53260  -0.231
C -1.93353 -0.34823 -0.16729  -0.215
C -0.61602 0.57698 1.72776  0.222
C 1.24777 1.02553 0.83972  -0.049
C 2.55880 1.40436 0.41507  0.428
C 1.92649 0.82041 -1.71711  0.269
C 0.39940 0.58562 -0.17855  0.329
H -2.77961 -3.04660 -1.80176  0.365
H -3.62651 -2.77391 -0.42366  0.360
H -1.47042 -2.40278 0.36378  0.176
H -0.91585 -1.85897 -1.25538  0.212
H -2.25047 0.21560 -1.06671  0.227
H -2.78593 -0.25296 0.52440  0.205
H -1.42074 0.43970 2.44622  0.197
H 3.11215 1.95377 2.24566  0.403
H 4.34099 2.06818 1.01619  0.401
H 2.21233 0.67481 -2.75929  0.177
N -3.00553 -2.32181 -1.11996  -0.844
N -0.79087 0.27165 0.42611  -0.362
N 0.57821 1.00253 2.06715  -0.460
N 3.36733 2.04411 1.29191  -0.773
N 2.91165 1.24687 -0.87094  -0.528
N 0.66989 0.50835 -1.47071  -0.507

---

two) This record from OMol25 describes 2 unconnected molecules or ions with the total composition C7H10N6. The level of theory is ωB97M-V/def2-TZVPD.

Values from the calculation:
frontier orbital gap: 10.33 eV
LUMO level: 0.783 eV

Each line ends with the natural charge from an NBO analysis.
Positions of all 23 atoms, in Å:
C 3.90652 0.75040 -0.87110  -0.327
C 4.17884 1.24935 0.49854  -0.026
C 3.06667 -0.28582 -0.66804  0.004
C 2.51338 -1.65586 1.17212  0.438
C -1.19824 -1.69794 -1.49474  -0.601
C -1.74472 -0.31210 0.57554  -0.631
C -0.62130 -0.85204 -0.28167  -0.073
N 3.63545 0.41574 1.39236  -0.217
N 2.21117 -2.72158 1.48849  -0.312
N -0.19155 1.99351 -2.15384  -0.093
N -0.10479 1.08875 -1.50771  0.257
N 3.02851 -0.52983 0.69928  -0.259
N 0.19739 0.17685 -0.77832  -0.359
H 4.20453 1.44077 -1.61283  0.243
H 4.98604 1.89934 0.70617  0.216
H 2.65769 -1.04336 -1.31808  0.236
H -0.76964 -2.66480 -1.55286  0.218
H -0.99461 -1.00248 -2.39877  0.199
H -2.20730 -1.70194 -1.31202  0.208
H -2.34176 0.33143 -0.18640  0.205
H -1.43760 0.35222 1.39219  0.225
H -2.24628 -1.14716 1.16994  0.230
H 0.00275 -1.64953 0.22490  0.220

---

The least stable of them is two).

---

one) This record from OMol25 describes C5H9NS2 in the gas phase. The level of theory is ωB97M-V/def2-TZVPD.

Values from the calculation:
SMILES: C=C[C@](C)(N)C(=S)S
frontier orbital gap: 8.34 eV
LUMO level: -0.280 eV

Each line ends with the natural charge from an NBO analysis.
Positions of all 17 atoms, in Å:
C 0.72850 -1.61373 1.34207  -0.615
C 0.66903 -0.53204 0.17109  -0.013
C 1.69806 0.60820 0.34774  -0.220
C 2.63157 0.81646 -0.55224  -0.364
C -0.74095 0.12114 -0.02098  -0.244
H 1.70646 -2.09272 1.34417  0.213
H 0.03497 -2.49158 1.19211  0.236
H 0.58317 -1.11178 2.36089  0.213
H 0.13122 -1.60490 -1.59168  0.395
H 1.73003 -1.81390 -0.98725  0.369
H 1.71382 1.15384 1.27267  0.210
H 2.63368 0.48182 -1.56686  0.220
H 3.37236 1.59858 -0.33988  0.193
H -2.14608 1.93325 -0.23226  0.147
N 0.92058 -1.20018 -1.10356  -0.862
S -0.88560 1.87773 0.19897  0.114
S -1.99695 -0.88095 -0.28979  0.007

---

two) This record from OMol25 describes C5H9NS2 in the gas phase. The level of theory is ωB97M-V/def2-TZVPD.

Values from the calculation:
SMILES: CS[C@H]1SC[C@H]2N[C@H]12
frontier orbital gap: 9.32 eV
LUMO level: 0.790 eV

Each line ends with the natural charge from an NBO analysis.
Positions of all 17 atoms, in Å:
C 2.56704 -0.24361 1.50664  -0.752
C 0.32577 0.72094 0.32410  -0.429
C -1.83379 0.66099 -1.53945  -0.456
C -1.71786 -0.22984 -0.37712  -0.120
C -0.24295 -0.50530 -0.27183  -0.128
H 3.67263 -0.39284 1.50293  0.239
H 2.12919 -1.18851 1.17235  0.218
H 2.18446 0.03503 2.52308  0.218
H 0.02308 0.93667 1.34527  0.226
H -2.78116 1.17873 -1.67283  0.224
H -1.51265 0.27151 -2.50187  0.217
H -2.11069 0.23885 0.47640  0.194
H -1.18493 -2.21393 -0.70538  0.360
H 0.17242 -0.74694 -1.22155  0.187
N -1.24914 -1.49961 0.05067  -0.527
S 2.10788 1.01959 0.26761  0.217
S -0.54931 1.95826 -0.87902  0.113

---

The least stable of them is two).

---

one) This record from OMol25 describes C4H12N2OS in the gas phase. The level of theory is ωB97M-V/def2-TZVPD.

Values from the calculation:
frontier orbital gap: 9.44 eV
LUMO level: 0.778 eV

Each line ends with the natural charge from an NBO analysis.
Positions of all 20 atoms, in Å:
O 0.28188 -0.37327 2.11417  -0.945
N 1.32911 -0.05472 -0.07389  -0.640
N -1.40279 -0.02179 0.16680  -0.642
S 0.11184 0.59729 0.97886  1.536
C 1.58168 0.74976 -1.21854  -0.433
C 2.57028 -0.45173 0.56828  -0.436
C -2.02166 -1.24328 0.61114  -0.428
C -2.20993 0.93018 -0.53582  -0.399
H 0.68955 0.82916 -1.76874  0.202
H 1.88633 1.76662 -1.08216  0.173
H 2.34239 0.22840 -1.89227  0.209
H 2.34653 -1.25448 1.31998  0.237
H 2.93520 0.47195 1.10898  0.177
H 3.28957 -0.94388 -0.12855  0.214
H -2.68757 -1.66473 -0.19051  0.204
H -2.53734 -1.22302 1.59118  0.192
H -1.27758 -2.03465 0.66977  0.223
H -1.57301 1.88161 -0.73665  0.192
H -3.09665 1.20196 -0.04210  0.177
H -2.55785 0.60862 -1.45992  0.188

---

two) This record from OMol25 describes C4H12N2OS in the gas phase. The level of theory is ωB97M-V/def2-TZVPD.

Values from the calculation:
SMILES: N[C@H](CS)CNCO
frontier orbital gap: 9.70 eV
LUMO level: 0.735 eV

Each line ends with the natural charge from an NBO analysis.
Positions of all 20 atoms, in Å:
C 0.04437 -0.29034 -0.14326  -0.237
N -0.65578 -0.78435 1.05546  -0.643
C -1.12779 -2.10477 0.96286  0.084
O -0.14009 -3.10576 0.56655  -0.753
C -0.20845 1.21515 -0.37147  -0.094
C 1.08669 1.94499 -0.61038  -0.510
S 2.15436 2.10208 0.86731  -0.061
N -1.07320 1.49949 -1.51445  -0.825
H -0.30711 -0.87041 -0.99897  0.197
H 1.08652 -0.56092 -0.06700  0.187
H -0.08061 -0.60151 1.86991  0.364
H -1.58651 -2.47489 1.88119  0.168
H -1.85541 -2.16919 0.17022  0.166
H 0.40902 -3.31075 1.33283  0.458
H -0.73387 1.51322 0.52109  0.211
H 0.90975 2.98588 -0.89983  0.235
H 1.68808 1.54545 -1.43167  0.221
H 3.15342 1.29104 0.49826  0.123
H -0.73652 0.98206 -2.31794  0.346
H -2.02688 1.19354 -1.37071  0.364

---

The least stable of them is one).